Computed, not measured: a molecular structure, C43H69N3O4S3SbSeTi in a non-equilibrium geometry, with the ωB97M-V functional and the def2-TZVPD basis.

spin multiplicity: 4
Kohn-Sham gap (spin up / spin down): 3.6 / 5.6 eV
E_LUMO (spin up / spin down): 3.8680 / 3.6525 eV
expectation value of S²: 3.776
charge: -2

CARTESIAN COORDINATES (ANGSTROEM)
Ti (0.70536, 0.35333, 1.54300)
C (3.13950, -2.84643, -4.70357)
C (1.61795, -2.64420, -4.67241)
C (0.94646, -3.91629, -5.20341)
C (1.24015, -1.47634, -5.59781)
C (1.20470, -2.30393, -3.24753)
C (1.67697, -1.12861, -2.67974)
C (1.35163, -0.80343, -1.38492)
Se (1.82797, 0.89923, -0.65013)
C (0.13935, 1.66332, -1.26218)
C (0.09134, 2.29760, -2.47989)
C (-1.10242, 2.81570, -2.97411)
C (-2.25445, 2.53913, -2.23812)
C (-2.25696, 1.85967, -1.02665)
C (-1.01554, 1.49718, -0.44558)
O (-0.87599, 1.10080, 0.78720)
C (-3.60843, 1.59138, -0.36339)
C (-3.53078, 0.63082, 0.82636)
C (-4.56204, 0.93820, -1.37906)
C (-4.19847, 2.92619, 0.11510)
C (-1.11602, 3.60918, -4.27393)
C (-0.73676, 2.67272, -5.43049)
C (-2.48260, 4.22802, -4.59618)
C (-0.09141, 4.75044, -4.17455)
C (0.55679, -1.63350, -0.54475)
O (0.41666, -1.29364, 0.71147)
C (0.01455, -2.79541, -1.14663)
C (0.35862, -3.08792, -2.46574)
C (-0.98405, -3.73816, -0.46624)
C (-1.29164, -3.37863, 0.98943)
C (-2.31144, -3.67666, -1.24289)
C (-0.45122, -5.18044, -0.47493)
H (3.48105, -3.02111, -5.72467)
H (3.64919, -1.97388, -4.30553)
H (3.41430, -3.69880, -4.08557)
H (1.25728, -4.09420, -6.23493)
H (1.23351, -4.77966, -4.60506)
H (-0.13854, -3.81939, -5.18396)
H (1.47726, -1.70446, -6.63767)
H (0.17545, -1.26460, -5.52205)
H (1.78449, -0.57970, -5.31916)
H (2.32013, -0.44445, -3.21696)
H (1.02239, 2.39901, -3.03066)
H (-3.20521, 2.87193, -2.62621)
H (-3.05765, -0.30172, 0.52619)
H (-2.94976, 1.04409, 1.64443)
H (-4.53642, 0.41268, 1.19237)
H (-4.10864, 0.03031, -1.77139)
H (-5.50292, 0.67556, -0.89450)
H (-4.78981, 1.59367, -2.21574)
H (-3.51612, 3.40535, 0.81448)
H (-4.35800, 3.60515, -0.72093)
H (-5.15263, 2.76594, 0.61714)
H (-1.44432, 1.84694, -5.49267)
H (-0.74123, 3.20579, -6.38218)
H (0.25242, 2.25374, -5.27378)
H (-3.23562, 3.45866, -4.75409)
H (-2.81390, 4.88479, -3.79445)
H (-2.41038, 4.81842, -5.51079)
H (0.91484, 4.36004, -4.05615)
H (-0.10816, 5.37094, -5.07031)
H (-0.31052, 5.38269, -3.31547)
H (-0.06192, -3.98233, -2.90151)
H (-1.63186, -2.34707, 1.07207)
H (-2.07342, -4.03816, 1.37632)
H (-0.40389, -3.50723, 1.60394)
H (-2.70816, -2.66357, -1.21036)
H (-2.17310, -3.95123, -2.28583)
H (-3.05016, -4.35075, -0.80485)
H (0.47950, -5.24136, 0.08515)
H (-1.17496, -5.85248, -0.01156)
H (-0.25978, -5.53352, -1.48496)
S (6.32817, 1.22758, 2.39136)
Sb (4.59849, -0.26249, 1.96182)
S (4.35767, -0.38387, -0.39770)
S (2.64902, 0.78927, 2.89447)
C (3.71893, 4.12701, 2.05927)
C (3.19202, 3.41828, 0.82071)
O (1.77335, 3.31088, 0.82525)
C (1.12168, 4.45320, 0.30715)
C (-0.30268, 4.52165, 0.84053)
H (4.79778, 4.00476, 2.10671)
H (3.28429, 3.64657, 2.93361)
H (3.46369, 5.18890, 2.06841)
H (3.57386, 2.39266, 0.81700)
H (3.53131, 3.90197, -0.10584)
H (1.10944, 4.39589, -0.79427)
H (1.67045, 5.36290, 0.59696)
H (-0.77759, 3.55202, 0.70770)
H (-0.88079, 5.26407, 0.28827)
H (-0.29867, 4.77429, 1.90019)
C (-1.51669, 0.09245, 6.35356)
N (-1.54045, -0.30779, 4.95445)
C (-1.28054, -1.71381, 4.72056)
C (-0.85085, 0.56056, 4.07434)
O (-0.19038, 0.11133, 3.09013)
N (-0.92925, 1.92907, 4.46021)
C (0.25945, 2.68373, 4.10753)
C (-2.14942, 2.57217, 3.99037)
H (-1.77382, -0.76986, 6.96974)
H (-2.26171, 0.87590, 6.51160)
H (-0.53778, 0.47525, 6.66737)
H (-2.04560, -2.29860, 5.23551)
H (-0.28786, -2.02906, 5.07277)
H (-1.34768, -1.89652, 3.64836)
H (0.42069, 2.75788, 3.01390)
H (1.12728, 2.18556, 4.54665)
H (0.16668, 3.68320, 4.54061)
H (-3.00178, 1.98429, 4.33312)
H (-2.18839, 2.64745, 2.89407)
H (-2.21487, 3.57777, 4.41408)
N (2.15531, -2.64673, 2.50383)
C (2.42792, -3.84146, 3.11488)
C (1.52519, -4.45449, 3.98798)
C (1.88853, -5.60567, 4.68113)
C (3.14694, -6.15606, 4.51539)
C (4.03972, -5.57073, 3.63134)
C (3.68293, -4.43059, 2.92429)
H (1.21866, -2.25901, 2.55840)
H (2.61658, -2.46993, 1.61965)
H (0.54356, -4.02220, 4.13347)
H (1.17281, -6.06725, 5.35256)
H (3.43929, -7.03285, 5.08007)
H (5.02689, -5.99113, 3.49435)
H (4.38563, -3.96373, 2.24619)

Cartesian forces, eV/Å:
Ti 1.7 0.8 0.1
C -0.2 0.0 0.0
C 0.0 -0.1 -0.2
C 0.1 0.2 0.1
C 0.0 -0.2 0.1
C -0.3 -0.3 0.0
C -0.1 0.1 0.5
C -0.4 -0.3 0.0
Se 0.0 0.5 -1.4
C -0.4 -0.3 0.2
C 0.1 0.0 0.1
C -0.5 0.0 0.1
C 0.4 0.1 -0.4
C 0.2 -0.3 0.5
C 0.2 0.7 -1.1
O -1.1 0.7 -0.4
C -0.2 0.0 0.1
C 0.0 0.1 0.1
C 0.1 0.1 0.1
C 0.0 -0.2 0.0
C 0.0 0.0 -0.2
C 0.0 0.1 0.1
C 0.2 -0.1 0.1
C -0.1 -0.1 0.0
C 0.7 -0.2 -1.4
O -0.4 -1.7 -0.3
C 0.0 0.3 0.5
C 0.3 0.2 -0.4
C -0.2 -0.2 0.1
C -0.1 0.1 -0.1
C 0.1 0.0 0.1
C -0.1 0.2 0.0
H 0.1 0.0 -0.1
H 0.1 0.1 0.0
H 0.1 -0.1 0.1
H 0.0 0.0 0.0
H 0.0 -0.1 0.0
H -0.1 0.0 0.0
H 0.1 -0.1 -0.1
H -0.1 0.1 0.0
H 0.0 0.2 0.0
H 0.0 0.0 -0.1
H 0.0 0.0 0.0
H -0.1 0.1 0.0
H 0.1 -0.1 0.1
H 0.0 -0.1 0.0
H -0.1 0.0 -0.1
H 0.0 -0.1 -0.1
H -0.1 0.0 0.1
H 0.0 0.1 -0.1
H 0.1 0.1 0.1
H 0.0 0.1 -0.1
H -0.1 0.0 0.1
H 0.0 -0.1 0.0
H 0.0 0.1 -0.1
H 0.2 -0.1 0.0
H -0.1 -0.1 0.0
H -0.1 0.1 0.1
H 0.0 0.0 -0.1
H 0.1 0.0 0.1
H 0.0 0.1 -0.2
H 0.0 0.1 0.1
H 0.0 -0.1 -0.1
H 0.0 0.0 0.1
H 0.0 -0.1 -0.1
H 0.0 0.1 0.1
H -0.1 0.1 0.0
H 0.0 0.0 -0.1
H 0.0 -0.1 0.1
H 0.1 0.0 0.1
H -0.1 -0.1 0.1
H 0.0 -0.1 -0.1
S -0.1 -0.3 0.2
Sb 0.3 1.0 -0.7
S 0.5 -0.6 1.0
S 1.2 -0.3 0.2
C -0.3 0.0 -0.2
C 0.4 -0.2 0.2
O -0.2 0.5 0.1
C -0.1 0.2 -0.1
C 0.3 -0.1 -0.1
H 0.1 0.0 0.0
H 0.1 0.0 0.1
H 0.0 0.1 0.0
H 0.0 0.2 0.0
H -0.1 0.0 0.0
H 0.0 0.0 0.1
H 0.0 -0.1 -0.1
H -0.1 0.1 0.1
H 0.0 0.1 0.0
H -0.1 0.0 0.1
C -0.2 0.1 -0.1
N 0.2 -0.1 -0.3
C -0.2 0.1 -0.1
C -0.5 0.5 1.7
O -1.3 -0.7 1.8
N 0.0 -0.3 -0.5
C 0.1 -0.2 0.0
C 0.0 0.0 0.0
H -0.1 0.0 0.0
H 0.1 0.0 0.2
H 0.0 -0.1 0.0
H 0.1 -0.1 0.0
H 0.1 0.0 0.0
H 0.0 -0.1 0.1
H 0.0 0.1 0.3
H 0.0 0.2 -0.1
H 0.0 0.1 -0.2
H -0.1 0.0 0.0
H 0.0 0.0 0.0
H -0.1 0.0 0.0
N -0.3 -0.3 -0.1
C 0.1 0.4 -0.1
C 0.0 -0.3 0.3
C -0.2 0.4 -0.2
C 0.1 -0.4 0.3
C -0.1 0.4 -0.3
C 0.3 -0.5 0.2
H 0.3 -0.2 -0.1
H -0.2 0.1 0.1
H 0.0 0.0 0.0
H 0.0 0.0 0.0
H 0.0 0.0 0.0
H 0.1 0.0 0.0
H 0.0 0.1 0.0

Computed, not measured: a single C4H6N2 molecule, with the ωB97M-V functional and the def2-TZVPD basis.

Kohn-Sham gap: 9.8 eV
E_LUMO: 0.9683 eV
charge: 0

CARTESIAN COORDINATES (ANGSTROEM)
C (-2.10935, 0.18203, 0.13179)
C (-0.85135, 0.86005, 0.61943)
C (1.63304, -1.51861, -0.43972)
N (2.16475, -0.33055, -0.43526)
N (1.38370, 0.84674, -0.58859)
C (0.29732, 0.81213, 0.00451)
H (-2.59052, 0.74874, -0.67012)
H (-1.88586, -0.82103, -0.24112)
H (-2.82747, 0.08864, 0.95022)
H (2.49247, -2.21342, -0.40681)
H (3.15048, -0.08016, -0.46969)
H (-0.85721, 1.42544, 1.54535)

Cartesian forces, eV/Å:
C -0.1 0.0 -0.1
C 0.2 0.0 -0.1
C 0.5 0.4 0.0
N -0.1 -0.5 0.0
N -0.6 0.1 0.1
C 0.1 0.1 0.0
H 0.0 0.0 0.1
H 0.0 0.2 0.0
H 0.1 0.0 -0.1
H -0.1 0.0 0.1
H -0.1 -0.1 0.0
H 0.0 -0.1 0.0

Computed, not measured: a molecular structure, C22H42NP3S2Tm in a non-equilibrium geometry, with the ωB97M-V functional and the def2-TZVPD basis.

spin multiplicity: 3
Kohn-Sham gap (spin up / spin down): 3.9 / 3.9 eV
E_LUMO (spin up / spin down): -11.3531 / -11.3398 eV
expectation value of S²: 2.003
charge: +3

CARTESIAN COORDINATES (ANGSTROEM)
Tm (0.74925, -1.28812, 0.54919)
P (-0.42365, 1.27657, 1.37153)
P (-1.94181, -1.45049, -0.27735)
P (2.89684, 0.45122, 0.18455)
H (0.34689, -2.07954, -2.07169)
C (1.26714, -1.91157, -1.49766)
C (1.80611, -2.85576, -0.59846)
H (1.33597, -3.84402, -0.42218)
C (-0.69147, 2.74097, 0.29610)
C (-2.01804, 1.38818, 2.28018)
C (0.63293, 2.05421, 2.65162)
C (-2.49170, -2.85903, -1.32388)
C (-3.04262, -1.68700, 1.18226)
C (-2.83751, -0.10211, -1.14382)
C (4.21838, -0.08694, -0.97013)
C (3.88065, 0.58353, 1.72927)
C (2.86996, 2.21622, -0.32055)
H (1.86675, -1.09341, -1.92884)
H (2.88790, -2.90370, -0.36430)
H (-1.14700, 3.53736, 0.90008)
H (-1.35543, 2.48840, -0.53823)
H (0.25530, 3.09806, -0.11988)
H (-2.07118, 2.40241, 2.69727)
H (-2.05870, 0.66062, 3.09999)
H (-2.87363, 1.23389, 1.61186)
H (0.04295, 2.84519, 3.13021)
H (1.53415, 2.49732, 2.21658)
H (0.92386, 1.32158, 3.41232)
H (-3.39289, -3.30353, -0.87865)
H (-1.70540, -3.62216, -1.37215)
H (-2.72294, -2.52171, -2.34439)
H (-3.78023, -0.87672, 1.24541)
H (-2.46307, -1.71188, 2.11719)
H (-3.56562, -2.64466, 1.07269)
H (-3.71684, -0.53866, -1.63616)
H (-2.20016, 0.35748, -1.90699)
H (-3.17063, 0.67453, -0.44812)
H (4.99950, 0.68630, -0.98743)
H (3.82536, -0.22100, -1.98463)
H (4.65100, -1.03513, -0.63480)
H (4.69453, 1.30675, 1.58243)
H (4.30099, -0.40110, 1.96926)
H (3.25392, 0.90420, 2.56964)
H (3.91092, 2.54512, -0.45478)
H (2.39147, 2.85409, 0.42830)
H (2.33015, 2.32127, -1.27008)
C (-0.41951, 1.03165, -4.31996)
C (-0.40347, 1.77501, -5.63616)
C (-1.72722, 1.62960, -6.29797)
C (-2.40848, 0.44184, -6.16637)
C (-1.97404, -0.55025, -5.24915)
C (-0.98888, -0.24575, -4.29030)
S (0.14977, 2.03262, -3.15433)
H (-0.13231, 2.79194, -5.31611)
H (0.39254, 1.34876, -6.26773)
H (-2.06398, 2.47052, -6.91760)
H (-3.28229, 0.21439, -6.77626)
H (-2.38345, -1.55033, -5.26472)
H (-0.73532, -0.93547, -3.48912)
S (0.82661, -3.14882, 2.42279)
C (0.59803, -1.98663, 3.67616)
N (-0.67898, -1.88703, 4.21863)
C (-0.99116, -0.97332, 5.19723)
C (0.01529, -0.21300, 5.75686)
C (1.32037, -0.33509, 5.27714)
C (1.61967, -1.24758, 4.27802)
H (-1.41054, -2.50028, 3.85838)
H (-2.03477, -0.90708, 5.47477)
H (-0.21868, 0.44025, 6.59179)
H (2.10311, 0.27561, 5.70383)
H (2.62531, -1.37882, 3.88740)

Cartesian forces, eV/Å:
Tm -3.2 3.8 5.8
P -0.4 1.2 0.3
P -1.6 0.0 -0.4
P 1.7 1.3 0.1
H -0.1 -0.1 0.8
C 3.0 -4.2 -2.4
C 0.9 -1.3 -5.8
H -0.4 0.8 0.2
C 0.1 -0.2 -0.4
C -0.1 -0.5 0.1
C 0.2 -0.1 0.2
C 0.5 -0.4 -0.2
C 0.2 -0.1 0.5
C 0.3 0.4 -0.2
C -0.2 -0.5 -0.1
C -0.2 -0.3 0.2
C -0.5 0.1 -0.2
H -0.2 -0.2 0.7
H -0.6 0.8 0.4
H 0.1 -0.2 -0.1
H 0.2 0.1 0.1
H -0.2 -0.1 0.0
H -0.1 -0.3 -0.1
H -0.1 0.2 -0.2
H 0.2 0.0 0.2
H 0.2 -0.1 -0.1
H -0.2 -0.1 0.2
H 0.0 0.3 -0.1
H 0.3 0.1 -0.3
H -0.3 -0.1 -0.1
H 0.2 -0.1 0.3
H 0.2 -0.3 0.0
H -0.3 0.0 -0.3
H 0.1 0.3 0.2
H 0.2 0.1 0.2
H -0.1 0.0 0.1
H 0.1 -0.1 -0.1
H -0.2 -0.3 0.0
H 0.2 0.1 0.1
H 0.0 0.1 -0.1
H -0.2 -0.2 0.1
H 0.1 0.2 0.0
H 0.2 0.0 -0.2
H -0.3 -0.1 0.1
H 0.1 -0.1 -0.2
H 0.1 0.0 0.2
C 0.8 1.7 -0.7
C -0.9 0.0 0.9
C -0.4 -0.9 -0.6
C -0.1 1.4 -0.9
C 2.3 0.3 1.5
C -1.4 -1.3 -1.0
S 0.4 -1.1 1.8
H -0.1 -0.2 -1.0
H -0.1 0.1 -0.1
H 0.0 -0.7 -0.1
H 0.1 0.3 0.2
H -0.3 0.0 0.0
H -0.2 0.0 -0.1
S 0.0 0.1 -0.6
C -1.1 -0.3 1.2
N 0.9 1.3 0.2
C 0.7 -0.8 -0.5
C -0.4 0.0 0.1
C -0.1 -0.4 0.2
C -0.3 0.2 -0.6
H 0.3 0.1 0.1
H 0.1 -0.1 0.2
H 0.0 0.0 -0.3
H 0.1 0.0 0.1
H -0.1 0.0 0.2

Computed, not measured: 2 unconnected molecules or ions with the total composition C4H7N4 in a non-equilibrium geometry, with the ωB97M-V functional and the def2-TZVPD basis.

Kohn-Sham gap (spin up / spin down): 8.3 / 8.3 eV
E_LUMO (spin up / spin down): -4.7602 / -4.7606 eV
charge: +1

CARTESIAN COORDINATES (ANGSTROEM)
C (0.94470, 1.61277, -0.07984)
C (-0.08278, 0.50248, 1.97005)
C (0.32619, 0.69427, 0.64536)
C (0.14183, -0.62006, -0.96710)
N (1.13983, 1.90593, -1.23930)
N (-1.21157, -0.20036, 2.26875)
N (-0.27436, 0.09255, -1.93042)
N (0.42024, -1.74540, -0.69910)
H (0.52511, 0.94221, 2.74954)
H (1.78774, 2.72237, -1.44196)
H (-1.45525, -0.30398, 3.18969)
H (-0.81907, 0.90191, -1.70084)
H (-0.00809, -0.31822, -2.75996)
H (-1.70408, -0.51663, 1.42217)
H (0.72666, -2.06261, 0.18757)

Cartesian forces, eV/Å:
C -0.5 -1.7 -0.9
C -1.0 -0.2 -1.9
C -0.5 -0.6 1.7
C -0.3 0.6 3.1
N 2.4 4.0 0.6
N 3.0 1.3 -3.8
N -1.2 0.6 0.6
N -0.2 -1.8 0.1
H -0.3 0.0 0.3
H -0.8 -1.4 -0.2
H -1.1 -0.7 2.2
H -0.1 0.2 -1.0
H 0.0 0.0 -2.9
H -0.2 -0.1 1.4
H 0.8 -0.3 0.6

Computed, not measured: a molecular structure, C2H7BrN2O4S2 in a non-equilibrium geometry, with the ωB97M-V functional and the def2-TZVPD basis.

Kohn-Sham gap (spin up / spin down): 8.2 / 8.5 eV
E_LUMO (spin up / spin down): -1.4706 / -1.1611 eV
charge: 0

CARTESIAN COORDINATES (ANGSTROEM)
C (-0.64717, 1.48224, 0.83806)
C (1.15788, 0.65775, -0.81575)
N (-2.22267, -0.50412, 0.48931)
N (2.53437, -1.52154, -0.62439)
O (-3.08155, 1.85533, 0.14392)
O (-1.65197, 0.78876, -1.58009)
O (-0.02736, -1.72111, -0.64977)
O (0.96186, -0.85282, 1.40313)
S (-1.98341, 0.98318, -0.18382)
S (1.03848, -0.97857, -0.04943)
Br (2.82272, 1.40536, -0.35580)
H (-0.42442, 0.77045, 1.56609)
H (-0.53579, 2.46433, 0.98467)
H (0.80619, 0.82098, -1.92004)
H (-1.95265, -1.44265, 0.11298)
H (-2.70441, -0.70596, 1.34032)
H (2.58538, -2.48709, -0.32579)
H (3.32451, -1.01453, -0.37358)

Cartesian forces, eV/Å:
C 0.2 -2.8 -3.1
C -1.4 0.3 -0.1
N -0.2 -1.9 -0.9
N -3.1 -2.0 -0.2
O 0.4 -0.3 0.1
O 0.0 0.2 1.3
O 0.8 -0.5 -0.6
O 0.8 -0.2 -1.5
S -0.8 -1.3 -0.2
S 0.5 1.3 0.6
Br -0.2 0.8 -0.1
H 0.5 -0.7 1.1
H 0.6 3.7 0.4
H 0.5 -0.5 2.4
H 0.2 2.0 -0.4
H -0.5 1.1 0.5
H 0.3 -0.3 -0.2
H 1.4 1.1 0.8

Computed, not measured: 4 unconnected molecules or ions with the total composition C6H17NO in a non-equilibrium geometry, with the ωB97M-V functional and the def2-TZVPD basis.

Kohn-Sham gap: 6.5 eV
E_LUMO: -2.0581 eV
charge: 0

CARTESIAN COORDINATES (ANGSTROEM)
C (-0.89496, -0.23187, -1.62002)
C (0.24262, 0.74218, -1.85760)
C (-0.11322, 2.21592, -1.91585)
C (-2.17906, 0.05404, -1.46909)
N (0.61293, -1.23488, 2.21849)
C (1.71502, -0.33886, 2.54599)
C (-0.57685, -0.55180, 1.95355)
H (-0.51534, -1.24956, -1.56823)
H (-1.17367, -1.63517, 0.28229)
H (0.70540, 0.32387, -2.75901)
H (1.02890, 0.53076, -1.13742)
H (-0.85780, 2.50341, -1.17200)
H (-0.52498, 2.60209, -2.84582)
H (0.76835, 2.84301, -1.73156)
H (-2.99643, -0.64989, -1.34333)
H (-2.44851, 1.10110, -1.39168)
H (2.64437, -0.89461, 2.61106)
H (1.89593, 0.38232, 1.73909)
H (1.57670, 0.07442, 3.54810)
H (-1.39655, -0.74271, 2.65853)
H (-0.52085, 0.51436, 1.75077)
H (-1.00156, -1.07080, 0.98509)
H (1.78061, -2.21335, -0.55825)
H (0.78731, -1.68419, 1.27115)
O (1.44163, -1.38977, -0.19426)

Cartesian forces, eV/Å:
C 0.6 -0.1 0.0
C -0.5 -0.6 -0.1
C 0.2 0.7 0.0
C -0.2 0.6 0.3
N -1.3 0.9 0.2
C 0.5 -0.3 -0.4
C 1.1 0.4 3.3
H -0.2 -0.1 -0.3
H 0.8 0.9 0.5
H 0.0 0.6 -0.3
H -0.2 0.1 0.4
H 0.1 -0.2 0.3
H -0.1 -0.4 -0.3
H -0.1 -0.2 0.1
H 0.3 -0.2 0.0
H -0.3 0.0 -0.3
H 0.0 -0.4 -0.1
H -0.2 0.3 0.3
H -0.2 0.4 -0.3
H -0.2 -0.4 -0.7
H 0.2 0.3 -0.4
H -1.0 -1.1 -2.0
H 0.0 -0.1 0.0
H 1.5 -0.4 -0.8
O -0.8 -0.5 0.7